Density functional theory data (ωB97M-V/def2-TZVPD) for C21H25AuOS as an isolated structure in a non-equilibrium geometry.

```
49
Properties=species:S:1:pos:R:3:forces:R:3:mulliken_spin:R:1
Au 0.704016 0.606636 0.618274 -1.264 0.583 -0.551 0.16
C 0.045831 -0.233516 2.526538 -0.570 -1.391 0.073 0.06
C -1.134537 -0.464368 1.675704 0.272 -0.911 0.993 0.01
C -1.107875 -1.830326 1.268102 0.200 0.354 0.337 -0.06
H -1.980803 0.219096 1.649347 0.308 -0.171 -0.418 0.01
C 0.066946 -2.440446 1.797619 -0.496 0.574 0.682 0.07
C 0.746056 -1.508022 2.598311 -0.608 0.516 0.171 -0.02
H 1.616648 -1.698902 3.220631 0.026 0.074 -0.309 0.00
H 0.152156 0.614526 3.198089 0.004 -0.193 0.020 0.01
H -1.903237 -2.361097 0.742102 0.376 0.379 -0.118 0.03
H 0.350201 -3.486516 1.677972 -0.025 0.295 -0.117 0.01
C 2.157597 1.073204 -1.007306 0.631 -0.849 0.845 -0.03
C 2.801663 0.402486 0.161362 1.006 -0.207 -1.894 -0.03
C 3.038023 -0.964806 -0.240581 0.202 0.988 0.255 0.13
H 3.264467 0.939156 0.987126 0.050 -0.263 -0.175 0.00
C 2.537665 -1.150315 -1.540940 0.140 0.687 -0.515 -0.05
C 1.981658 0.066793 -2.017297 0.738 -0.259 0.270 0.17
H 1.554344 0.244530 -3.004018 0.026 -0.138 0.361 0.00
H 2.116846 2.153719 -1.132313 -0.184 -0.341 -0.077 0.00
H 3.592305 -1.690360 0.356048 -0.422 0.098 -0.115 0.02
H 2.674189 -2.060265 -2.133428 -0.359 0.268 0.312 0.00
O -1.939227 0.976699 -0.928374 -0.146 -2.045 -0.713 0.15
C -0.908737 -2.929256 -3.188886 -4.612 1.827 0.423 0.34
C -2.003485 -2.093069 -2.826540 1.039 -2.861 -1.802 -0.01
C -0.484079 -3.816669 -2.097857 0.222 0.960 0.123 -0.10
C -0.039723 -2.316659 -4.202345 0.179 0.391 0.940 -0.06
C -2.290239 -0.059105 -1.536368 -3.154 -0.109 -1.234 0.31
H -2.692088 -2.567794 -2.090870 0.206 1.014 -0.599 0.03
H -2.359240 -1.456212 -3.666992 -0.133 -0.253 1.159 -0.03
H -2.688086 0.191690 -2.629127 0.388 -0.777 1.433 0.17
H -2.951654 -0.897988 -0.973683 1.167 1.510 -0.806 0.05
H -0.311100 -4.855887 -2.329968 0.149 -0.500 -0.105 0.02
H -1.300283 -3.666804 -1.351692 1.301 -0.605 0.055 0.02
H 0.459015 -3.284927 -1.879458 0.058 -0.833 1.295 0.05
H 0.032704 -2.772456 -5.171983 0.229 -0.547 -0.524 0.02
H 0.902945 -2.344059 -3.638350 0.582 0.838 -0.977 0.04
H -0.518212 -1.323025 -4.293839 1.220 -0.129 -0.397 -0.01
S -0.779096 2.640205 0.011124 -0.514 -0.298 -2.053 0.43
C -0.616704 3.413853 1.443389 0.966 0.948 1.078 -0.07
C -1.629187 3.361468 2.418899 0.713 0.395 0.167 0.07
C -1.329944 3.873168 3.668863 -0.013 0.128 -0.062 -0.06
C -0.068650 4.430956 3.914079 0.049 0.144 0.304 0.11
C 0.903471 4.512175 2.906599 0.035 0.169 -0.070 -0.05
C 0.629216 4.027501 1.644752 -0.210 0.326 1.381 0.09
H -2.580022 2.892070 2.163778 0.303 0.091 0.101 0.00
H -2.097426 3.828341 4.437788 0.240 0.086 0.151 0.00
H 0.161414 4.816952 4.903641 -0.029 -0.041 -0.051 0.01
H 1.882018 4.950899 3.075214 -0.058 0.066 0.364 0.00
H 1.342238 4.036726 0.816864 -0.228 0.012 0.389 0.00
```
Positions in Å, forces in eV/Å.

Properties
Molecular weight (g/mol): 522.46
Charge: -2
⟨S²⟩: 2.0510
HOMO energy (spin up / spin down) (eV): 1.71 / -0.36
2S+1: 3
Frontier orbital gap (spin up / spin down) (eV): 3.354 / 4.829
Energy relative to the best compared isomer or geometry (same formula, charge and spin) (kJ/mol): 159.3